35
Properties=species:S:1:pos:R:3:mulliken_charge:R:1 method="wB97M-V/def2-TZVPD" fmax_ev_per_a=0.8 mol_weight_g_mol=443.4 lumo_ev=1.488 total_charge=-1 orbital_gap_ev=4.2523
Br -1.5430 6.4835 -0.7114 -0.26
S 4.4042 0.1638 -1.1462 -0.43
S 1.7907 -1.0238 -1.7955 -0.28
S 2.1945 1.9453 -2.0871 -0.41
O -1.0922 0.5952 -1.8754 -0.65
N -0.5501 -1.9265 -0.3972 0.15
N 0.1450 0.3557 0.3990 0.17
C 0.4705 -0.6500 1.3170 0.16
C -0.7862 -4.2855 -0.2036 -0.66
C 2.8314 0.4131 -1.7203 -0.09
C -1.1301 1.8634 -1.6000 0.40
C 1.3306 -1.7411 3.2769 -0.71
C 0.9217 -2.9666 2.8375 -0.91
C -1.8064 2.7385 -2.4843 -0.60
C 0.0031 1.6148 0.5970 0.24
C -1.9171 4.0791 -2.2297 -0.38
C -0.1770 -4.2974 1.0168 -0.61
C 1.0945 -0.5637 2.5246 -0.67
C 0.0573 -1.9238 0.8333 0.48
C -1.3570 4.6190 -1.0601 -0.16
C -0.7054 3.8194 -0.1706 -0.72
C -0.9556 -3.0657 -0.8871 -0.17
C 0.2663 -3.0854 1.5866 0.94
C -0.5902 2.4382 -0.4073 0.73
Be -0.0962 -0.3570 -1.1351 -0.40
H -2.2121 2.3056 -3.3901 0.41
H 1.8615 -1.6648 4.2180 0.37
H 1.4353 0.3967 2.8916 0.38
H -0.0100 -5.2275 1.5482 0.41
H -1.1338 -5.2011 -0.6614 0.36
H 0.2593 2.0616 1.5574 0.29
H -1.4215 -3.0249 -1.8654 0.46
H -2.4312 4.7279 -2.9258 0.38
H 1.1021 -3.8576 3.4292 0.37
H -0.2530 4.2417 0.7207 0.40